Record 1
{"formula": "C17H27CsIN5O3S2", "method": "ωB97M-V/def2-TZVPD", "lumo_ha": -0.009, "de_lowest_kj_mol": 127.8, "gap_ev": 8.1, "symbols": ["C", "S", "C", "C", "H", "H", "H", "C", "N", "H", "H", "H", "C", "H", "H", "H", "H", "H", "H", "H", "H", "Cs", "H", "H", "C", "C", "C", "H", "N", "C", "C", "C", "O", "H", "C", "H", "H", "C", "H", "S", "H", "C", "H", "N", "I", "N", "O", "C", "H", "H", "C", "H", "H", "C", "O", "N"], "coordinates": [[3.20, 1.43, 2.02], [0.28, -2.02, -1.48], [4.17, 1.78, -0.12], [-6.34, 1.27, -1.57], [-0.50, -3.30, 0.34], [-3.68, 3.13, 2.61], [1.00, -3.23, -3.99], [2.96, 2.34, -0.50], [-1.91, 4.05, 1.93], [0.56, -4.31, -1.72], [0.06, -4.69, -4.00], [-2.08, 5.00, 2.25], [2.02, 1.97, 1.54], [-2.41, 3.16, 3.84], [-1.16, -1.87, -4.21], [2.85, 2.73, -1.51], [-2.07, -3.37, -4.25], [2.77, -1.22, -0.07], [-0.09, -1.66, 0.81], [5.41, 1.69, 3.39], [1.14, 2.02, 2.16], [-1.23, 0.89, -0.20], [4.99, 1.70, -0.82], [6.74, 0.59, 3.29], [0.25, -2.52, 0.23], [5.57, 0.64, 1.64], [4.29, 1.31, 1.18], [3.57, -2.07, 1.23], [-4.82, 1.22, 0.00], [1.65, -2.94, 0.69], [-2.61, 3.07, 2.77], [-2.13, 1.69, 2.34], [-0.90, -1.05, -1.67], [-1.14, -3.82, -1.86], [2.59, -1.76, 0.86], [2.18, -1.05, 1.57], [1.53, -3.47, 1.64], [-0.12, -3.59, -2.20], [-4.83, 2.06, -3.02], [6.45, -0.33, 0.66], [3.22, 1.04, 3.04], [-5.09, 1.72, -2.03], [2.07, -3.69, 0.02], [5.90, 0.96, 2.90], [-8.07, 1.11, -2.60], [1.88, 2.42, 0.29], [-2.97, 0.81, 2.03], [-6.11, 0.96, -0.24], [-0.92, 3.88, 1.98], [-6.75, 0.57, 0.54], [-1.09, -2.92, -4.47], [-4.29, 1.10, 0.87], [-0.93, -3.00, -5.55], [0.02, -3.63, -3.72], [-0.89, 1.53, 2.23], [-4.17, 1.69, -1.08]]}

Record 2
{"formula": "C17H27F2N3O3", "method": "ωB97M-V/def2-TZVPD", "lumo_ha": -0.108, "gap_ev": 2.8, "symbols": ["C", "H", "C", "N", "H", "H", "N", "H", "H", "C", "O", "H", "F", "H", "C", "N", "C", "H", "C", "C", "C", "C", "C", "H", "H", "H", "C", "H", "C", "H", "H", "C", "H", "H", "O", "F", "H", "H", "H", "C", "H", "H", "C", "H", "H", "H", "O", "C", "H", "H", "C", "H"], "coordinates": [[-0.99, -0.16, 0.18], [1.45, 2.70, 4.51], [-4.59, -2.40, -1.49], [1.15, -0.44, 0.77], [-5.25, -2.31, -0.60], [-5.70, -0.86, -2.60], [0.09, -1.05, 0.24], [0.74, -3.07, -3.31], [2.80, 2.46, 1.75], [1.31, 0.85, 1.28], [1.08, 4.21, 1.89], [1.77, -0.79, -3.62], [3.23, -0.19, 3.94], [2.03, -2.48, 0.61], [-5.45, -1.93, -2.68], [-1.19, 3.85, 2.31], [1.48, 1.56, 4.32], [2.91, -1.39, 1.78], [2.80, -1.79, -1.83], [1.52, -1.11, -2.54], [3.26, -1.00, -0.50], [2.71, 1.32, 1.92], [-1.00, -1.67, -3.31], [0.12, -2.66, -1.62], [3.63, 1.86, 3.87], [1.57, 1.09, 5.38], [2.36, -1.38, 0.79], [1.14, -0.16, -2.01], [0.36, -2.21, -2.64], [-1.95, -0.62, -0.27], [4.38, -1.19, -0.36], [-1.92, 4.47, 1.15], [-1.20, -0.55, -3.17], [-4.53, -3.50, -1.60], [-3.46, -1.70, -1.50], [-3.33, 4.24, 1.02], [-1.03, 4.66, 2.94], [-4.95, -2.10, -3.63], [-1.06, -2.02, -4.41], [0.15, 3.37, 1.83], [3.64, -1.81, -2.61], [-6.40, -2.48, -2.70], [2.80, 1.12, 3.52], [-2.09, 1.86, 0.53], [3.10, 0.13, -0.71], [0.50, 1.15, 3.89], [-1.36, 5.14, 0.26], [0.19, 1.90, 1.28], [-1.87, -2.23, -2.76], [2.50, -2.87, -1.54], [-1.10, 1.30, 0.64], [3.64, 0.88, 1.42]]}

Record 3
{"formula": "C17H27FGdNO2P2", "method": "ωB97M-V/def2-TZVPD", "lumo_ha": [-0.267, -0.273], "spin_multiplicity": 8, "s2": 16.10, "de_lowest_kj_mol": 188.6, "charge": 2, "gap_ev": [7.0, 6.6], "symbols": ["C", "Gd", "H", "H", "C", "H", "C", "C", "C", "H", "C", "H", "N", "C", "C", "C", "H", "P", "O", "H", "C", "H", "H", "H", "H", "C", "H", "H", "C", "H", "C", "H", "H", "C", "H", "P", "H", "F", "H", "H", "C", "C", "H", "H", "H", "H", "O", "H", "H", "C", "H"], "coordinates": [[-1.27, -2.54, -3.05], [0.44, 0.64, -0.18], [-4.76, 0.87, -0.20], [4.09, -0.45, 2.00], [1.08, -1.59, -1.99], [1.85, 2.18, 2.23], [0.02, 1.01, 2.19], [0.98, 1.81, 2.80], [-1.11, 0.72, 4.32], [1.96, -2.90, 2.00], [4.05, -0.71, 0.94], [4.43, 0.13, 0.35], [-0.11, -1.08, -1.59], [-0.17, 1.58, 4.89], [1.14, -2.57, -2.96], [-0.05, -3.05, -3.49], [-3.73, 1.45, 1.15], [2.33, -1.07, 0.55], [1.70, 1.74, -1.58], [-2.79, 2.85, -1.65], [-1.28, -1.54, -2.09], [-0.02, -3.81, -4.26], [1.29, -3.25, 0.38], [4.65, -1.61, 0.74], [1.62, 2.78, 4.65], [-3.85, 0.66, 0.38], [-3.04, -1.67, -0.87], [2.32, 0.21, -1.61], [-2.57, -0.96, -1.57], [0.08, 4.22, -0.65], [2.14, -2.81, 0.92], [-2.22, -2.88, -3.44], [-3.84, 1.58, -2.34], [0.89, 2.12, 4.17], [2.13, -2.94, -3.24], [-2.36, 0.65, -0.67], [3.07, -3.33, 0.66], [-0.30, 1.92, 6.22], [-0.36, 2.68, -0.30], [-1.70, -0.28, 2.51], [-2.82, 1.81, -2.00], [2.30, -0.97, -1.32], [-1.91, 0.30, 4.93], [-2.13, 1.70, -2.86], [3.25, -1.40, -1.68], [-3.96, -0.30, 0.90], [-0.18, 3.39, -1.09], [-3.27, -0.82, -2.40], [0.65, 3.04, -1.50], [-0.99, 0.42, 2.95], [2.34, 2.08, -2.23]]}

Record 4
{"formula": "C17H27HfN2O2P", "method": "ωB97M-V/def2-TZVPD", "lumo_ha": [-0.378, -0.378], "charge": 2, "gap_ev": [5.2, 5.2], "symbols": ["C", "H", "C", "H", "H", "H", "C", "H", "H", "C", "H", "H", "H", "H", "C", "H", "Hf", "H", "C", "H", "C", "C", "H", "H", "H", "H", "C", "C", "N", "H", "H", "H", "O", "P", "N", "C", "C", "C", "C", "H", "H", "O", "H", "C", "H", "H", "H", "C", "H", "C"], "coordinates": [[0.20, -2.59, 2.69], [2.00, -3.71, 0.28], [-1.84, -1.35, -2.17], [0.69, -0.65, 1.39], [-1.56, 0.27, -3.93], [1.34, 5.26, -0.53], [0.50, 0.72, -3.30], [0.48, -3.64, 2.84], [-0.83, -2.41, 3.01], [1.04, 4.29, 1.41], [-0.31, -4.48, 0.64], [-1.29, 0.32, 1.01], [-0.27, 5.54, 0.15], [-1.74, -3.44, 0.44], [2.75, -2.78, -2.12], [3.28, -2.92, -4.20], [-0.01, 0.30, -0.13], [0.90, 1.64, -2.83], [-2.78, 0.73, -1.37], [-0.95, -1.86, -2.57], [2.01, -1.22, -3.82], [1.32, -0.89, -1.51], [-2.21, -1.89, -1.28], [-3.57, 0.54, -2.11], [-2.63, -1.34, -2.94], [0.49, 4.72, 2.25], [-0.68, -3.54, 0.21], [2.73, -2.35, -3.45], [0.35, 2.45, 0.10], [-3.08, 0.32, -0.40], [3.28, -3.69, -1.82], [0.64, 0.86, -4.38], [1.06, 1.90, 2.20], [0.29, -2.16, 0.94], [-1.53, 0.06, -1.83], [0.85, 2.77, 1.35], [0.04, 3.57, -0.68], [1.28, -0.49, -2.86], [1.94, -2.61, 0.26], [0.85, -1.93, 3.27], [2.00, -0.87, -4.86], [-0.55, 3.53, -1.75], [-1.34, 1.80, -3.03], [2.03, -2.05, -1.15], [-2.61, 1.80, -1.26], [2.10, 4.50, 1.57], [-0.57, -3.61, -0.88], [0.54, 4.80, 0.07], [2.69, -2.18, 0.94], [-1.03, 0.75, -3.08]]}

Q: Which formula does entry 2 have?
A: C17H27F2N3O3

What did the second record say?
{"formula": "C17H27F2N3O3", "method": "ωB97M-V/def2-TZVPD", "lumo_ha": -0.108, "gap_ev": 2.8, "symbols": ["C", "H", "C", "N", "H", "H", "N", "H", "H", "C", "O", "H", "F", "H", "C", "N", "C", "H", "C", "C", "C", "C", "C", "H", "H", "H", "C", "H", "C", "H", "H", "C", "H", "H", "O", "F", "H", "H", "H", "C", "H", "H", "C", "H", "H", "H", "O", "C", "H", "H", "C", "H"], "coordinates": [[-0.99, -0.16, 0.18], [1.45, 2.70, 4.51], [-4.59, -2.40, -1.49], [1.15, -0.44, 0.77], [-5.25, -2.31, -0.60], [-5.70, -0.86, -2.60], [0.09, -1.05, 0.24], [0.74, -3.07, -3.31], [2.80, 2.46, 1.75], [1.31, 0.85, 1.28], [1.08, 4.21, 1.89], [1.77, -0.79, -3.62], [3.23, -0.19, 3.94], [2.03, -2.48, 0.61], [-5.45, -1.93, -2.68], [-1.19, 3.85, 2.31], [1.48, 1.56, 4.32], [2.91, -1.39, 1.78], [2.80, -1.79, -1.83], [1.52, -1.11, -2.54], [3.26, -1.00, -0.50], [2.71, 1.32, 1.92], [-1.00, -1.67, -3.31], [0.12, -2.66, -1.62], [3.63, 1.86, 3.87], [1.57, 1.09, 5.38], [2.36, -1.38, 0.79], [1.14, -0.16, -2.01], [0.36, -2.21, -2.64], [-1.95, -0.62, -0.27], [4.38, -1.19, -0.36], [-1.92, 4.47, 1.15], [-1.20, -0.55, -3.17], [-4.53, -3.50, -1.60], [-3.46, -1.70, -1.50], [-3.33, 4.24, 1.02], [-1.03, 4.66, 2.94], [-4.95, -2.10, -3.63], [-1.06, -2.02, -4.41], [0.15, 3.37, 1.83], [3.64, -1.81, -2.61], [-6.40, -2.48, -2.70], [2.80, 1.12, 3.52], [-2.09, 1.86, 0.53], [3.10, 0.13, -0.71], [0.50, 1.15, 3.89], [-1.36, 5.14, 0.26], [0.19, 1.90, 1.28], [-1.87, -2.23, -2.76], [2.50, -2.87, -1.54], [-1.10, 1.30, 0.64], [3.64, 0.88, 1.42]]}